162
Properties=species:S:1:pos:R:3:forces:R:3:lowdin_charge:R:1 method="wB97M-V/def2-TZVPD" e_homo_ev=-9.31 gap_ev=9.4 multiplicity=1
O 6.40261 -1.76982 1.93518 -0.0423 -0.2668 -0.4460 -0.036
O 0.26561 0.98004 -3.76541 0.3295 0.6344 0.8396 -0.091
O 0.40020 -3.71831 -1.48200 -0.0912 1.4798 0.2061 -0.072
O -5.49596 -0.75660 -3.39700 -0.0124 0.4011 -0.0930 -0.069
O 1.03539 -5.16091 0.86009 0.7709 0.4496 -0.8543 -0.064
O 2.11808 0.24177 5.88044 -1.2153 -0.2918 0.7125 -0.067
O 2.26574 6.84725 -0.46328 -0.5600 0.7510 0.9768 -0.020
O -2.02150 0.61538 3.62784 0.4753 -0.4402 0.1063 -0.066
O 0.19924 3.72447 -4.34772 0.0137 0.3239 0.1636 -0.065
O 4.91222 -1.10830 -2.47676 1.2637 0.7721 0.6183 -0.114
O 2.65197 1.44734 3.54744 1.3195 0.0566 0.1540 -0.164
O 0.11661 2.43530 3.06905 0.0011 0.3735 -0.7973 -0.097
O -4.93812 -2.61471 -1.49679 -0.4463 0.6196 -0.5290 -0.052
O 0.08353 -0.83768 -1.76718 -0.1699 -0.1298 -1.5661 -0.075
O -2.30063 5.16335 0.45659 -0.7021 1.8494 0.9092 -0.098
C 0.75238 0.16286 -4.79508 -1.5315 1.1734 -0.5899 -0.472
C 3.57497 5.90571 -2.07838 1.7027 0.2703 -1.1247 -0.066
C 0.03871 3.59469 3.91106 1.2611 -1.1792 0.4086 -0.446
C 0.47000 -5.57854 2.06818 -1.9421 -0.0614 1.1093 -0.465
C -3.62457 0.67777 -2.78422 -1.1153 0.0487 0.1879 -0.023
C -2.15769 3.66437 -4.88977 0.5880 0.2026 0.0352 -0.045
C 0.80986 -4.66944 -2.41816 -0.8546 -1.0602 -0.0048 -0.494
C 1.31080 1.11137 -5.83414 -0.0581 -1.1007 -0.8368 -0.047
C 0.21087 -1.10141 0.57581 -1.0715 1.1036 -0.6800 -0.013
C -3.78708 -2.70064 0.60512 0.7500 1.0241 -0.5766 -0.030
C -0.33151 -0.19944 -0.60650 2.0265 -0.0422 1.9710 -0.425
C 4.20699 -2.46468 1.29791 -0.7300 -0.1635 -0.4298 -0.060
C -0.48386 -0.61279 -5.30550 1.5725 -0.9438 -0.6190 -0.028
C -3.89146 1.86556 4.48607 0.5152 0.2000 -1.3846 -0.024
C 2.45154 5.65874 -1.15035 0.4519 -2.0585 -0.7668 -0.537
C 0.38804 1.18719 -0.59806 -1.4165 -0.7003 1.0615 -0.017
C -1.09175 4.04293 -3.83695 0.1264 -0.4288 -0.6865 -0.488
C 0.93889 -3.96298 -3.73095 -0.0877 0.1020 -0.5631 -0.038
C -5.99152 0.86453 -1.68124 0.9663 0.2877 -0.0065 -0.053
C 0.44216 -4.41689 3.08844 0.3992 -0.7089 -0.5053 -0.036
C -1.83531 3.93670 0.05570 0.9384 -0.5022 -0.4966 -0.194
C 1.00870 -0.66521 5.74260 1.8896 -0.8413 0.7755 -0.430
C 6.17806 -3.87370 0.70532 -0.3031 0.8451 0.7507 -0.052
C 1.40091 -1.84853 6.72105 -0.6476 0.1034 -0.5362 -0.050
C 3.36224 1.22264 2.31825 -1.0255 1.2261 0.4205 -0.076
C -3.40028 -4.40660 -1.18676 0.1370 -0.2871 -0.1969 -0.050
C 1.22264 4.46455 3.49205 -1.0398 0.9254 -0.1668 -0.030
C -5.18401 0.55726 -2.93995 0.4427 -0.4922 -0.5344 -0.456
C 0.88106 -1.04913 4.27429 -0.1853 -1.3994 0.0065 -0.067
C 3.53275 -0.88120 -2.57326 -0.5614 -1.4722 -0.7980 -0.156
C 0.14261 3.10725 5.35244 0.3352 0.6901 0.2111 -0.034
C -2.97797 1.57380 3.25381 -1.4730 -0.0911 -0.1764 -0.464
C -0.96056 -6.10499 1.79585 0.1573 0.1604 1.2115 -0.047
C -1.04715 5.52275 -3.52878 -1.2109 0.1782 -0.1270 -0.050
C -3.70782 -2.94574 -0.91220 -0.0512 -1.3658 0.8351 -0.465
C -3.72674 1.14237 1.96485 -0.1655 0.5339 0.5646 -0.024
C -0.19301 -5.85115 -2.34302 0.7276 0.9910 -0.7842 -0.028
C 5.66079 -2.41528 0.90743 -0.2122 -1.2908 -0.5438 -0.489
C 2.66691 4.42981 -0.23358 -0.8519 0.8935 0.0565 -0.037
H -4.50497 -3.30340 1.16137 0.2359 -0.5075 -0.2843 0.088
H 3.32924 6.64241 -2.84323 -0.1067 0.0885 0.0844 0.083
H -1.75905 3.93695 -5.86696 -0.2332 0.4218 -0.0807 0.080
H 2.22546 4.08400 3.68599 -0.2723 -0.2930 0.4165 0.087
H -4.41389 0.99739 4.88788 0.1735 -0.3284 -0.1817 0.082
H 1.79713 -5.08767 -2.22201 0.3230 0.0994 0.5666 0.132
H -3.14627 1.38540 1.07486 0.1226 -0.1840 0.0198 0.060
H -7.05803 0.73164 -1.86294 0.1194 -0.0316 0.1106 0.083
H 3.54300 2.19151 1.85270 0.0822 0.1895 -0.1958 0.067
H 1.16798 -4.67966 -4.51961 0.1802 0.0741 -0.0690 0.092
H 1.63397 0.45942 -6.64569 0.4224 0.1970 -0.2578 0.079
H -0.15233 -1.02554 -6.25830 -0.4088 -0.3884 -0.2546 0.076
H 2.39761 -2.24421 6.52578 -0.1037 -0.0382 -0.5996 0.073
H -3.10072 0.28072 -3.65373 -0.2077 0.2461 -0.1727 0.067
H -0.67601 -1.45384 -4.63931 -0.2216 0.0587 0.0478 0.052
H 1.46442 -4.06691 3.23193 -0.1300 0.4518 -0.2432 0.074
H -0.43509 -5.96238 -1.28608 0.0232 -0.5659 -0.1367 0.051
H 0.75226 -0.23445 3.56169 0.1352 0.1721 0.4399 0.049
H 1.18585 4.68596 2.42540 -0.1783 -0.0715 -0.0470 0.059
H -0.24527 -3.66166 2.70743 0.3419 0.3107 -0.0591 0.066
H -1.00929 4.15555 -0.62098 -0.1576 -0.2942 -0.4257 0.069
H 1.17336 2.90232 5.64168 0.0259 -0.3454 -0.2195 0.083
H -3.11351 4.14541 -4.68216 -0.0567 -0.0284 -0.1435 0.075
H 1.72566 4.44594 0.31588 0.1350 -0.4746 0.6419 0.048
H 2.69885 3.47115 -0.75131 0.1688 0.1779 -0.2798 0.074
H -0.58682 1.81905 3.28590 -0.0460 -0.4336 0.3080 0.031
H 3.64541 -3.13354 0.64572 0.1884 -0.2686 -0.2850 0.070
H -4.00484 0.08866 1.94325 0.2021 -0.0097 0.2300 0.058
H 1.46385 -1.61570 7.78403 -0.2284 0.8958 -0.0799 0.066
H -0.98590 -6.89205 1.04220 -0.0487 -0.0443 0.1430 0.077
H 7.24996 -3.85445 0.50846 0.0457 -0.2037 -0.0691 0.072
H 5.65413 -4.42543 -0.07519 0.0384 0.2282 -0.1551 0.072
H -5.56740 1.16650 -3.75845 0.3756 0.4522 0.0373 0.130
H 1.54667 5.42477 -1.71122 -0.1014 -0.0303 -0.3273 0.114
H -5.27681 -1.33491 -2.66275 0.0259 -0.6032 0.1129 0.017
H -2.95071 5.02242 1.14879 -0.0816 0.2142 0.0331 0.077
H -1.09823 -5.59176 -2.89202 -0.0853 -0.0851 0.0466 0.072
H 1.41013 -5.98155 0.53188 0.2580 0.2633 -0.6709 0.104
H -2.29221 2.58489 -4.95859 -0.0471 -0.0871 0.3389 0.056
H 0.65537 -2.64355 6.70669 -0.0114 -0.2701 -0.3727 0.060
H 0.05685 0.35006 -3.07177 -0.2614 -0.0434 0.7975 0.033
H 5.79187 -1.90837 -0.04859 -0.0905 0.4161 -0.0244 0.117
H -0.05324 -1.78432 -1.68496 0.1123 -0.6091 -0.1207 0.060
H -5.62628 0.23066 -0.87321 -0.2810 -0.3341 0.0908 0.062
H 0.09634 -4.66832 4.09108 -0.1770 -0.4936 -0.1568 0.085
H -0.43449 5.82619 -2.67986 0.3353 -0.2434 -0.2772 0.059
H 0.43861 -4.05182 -0.58261 0.2419 -0.4206 0.3656 0.048
H -0.92954 4.08543 3.81223 -0.0023 0.3065 -0.4889 0.127
H 0.00929 -0.58001 1.51154 0.2622 -0.2043 0.1731 0.062
H -0.33973 -2.04212 0.57599 -0.0841 -0.1200 0.0683 0.055
H -2.65304 3.41473 -0.44126 0.3368 -0.6963 -0.1316 0.082
H 1.09298 -6.41377 2.38816 -0.1349 -0.0441 0.6647 0.138
H 1.33684 6.85735 -0.22112 -0.0592 0.3514 0.3180 0.092
H -3.28812 0.06178 -1.95028 -0.1259 -0.0974 0.2718 0.050
H 7.30622 -1.95870 1.67171 0.4013 0.3455 0.4064 0.080
H 2.98635 -1.09139 -1.65382 -0.0066 0.2827 0.2260 0.069
H 0.33649 2.78245 -4.22381 0.0263 -0.4347 0.1620 0.022
H -3.30894 1.69993 -2.57529 0.0472 0.0910 -0.1254 0.061
H -2.76266 -2.77126 0.97071 -0.0692 -0.3216 0.5308 0.067
H -4.20710 -4.99987 -0.75644 0.1773 -0.3468 0.2616 0.088
H 0.04496 -3.42015 -4.03809 -0.2288 -0.1564 0.2038 0.072
H 0.51561 1.71814 -6.26727 0.0582 0.2798 0.2706 0.086
H -4.66906 2.54226 4.13180 0.0703 0.3394 0.4784 0.079
H -1.41798 -0.15666 -0.53005 -0.1902 0.3568 -0.0589 0.114
H 3.26015 -1.65634 -3.28946 -1.1357 0.2477 -0.2358 0.062
H 4.08245 -2.89946 2.28965 0.0648 0.3755 0.2192 0.086
H -0.78940 6.04062 -4.45262 0.4575 0.1020 0.1286 0.088
H 4.44821 6.27870 -1.54320 -0.1213 0.3873 0.3769 0.085
H -2.41951 2.47547 3.00235 -0.1122 0.2249 0.1085 0.106
H 2.15130 1.70999 -5.48297 -0.1699 0.0219 0.0577 0.091
H 4.35462 0.80690 2.49272 -0.5180 -0.7112 -0.0237 0.093
H -2.41846 -4.68879 -0.80663 -0.1707 -0.0750 0.4181 0.057
H 3.25746 0.08698 -2.99151 0.4414 0.0916 0.2445 0.086
H -5.56730 -3.33294 -1.39742 0.0004 -0.1295 0.0500 0.112
H -3.34930 -4.67010 -2.24320 -0.1995 0.3992 -0.1898 0.084
H -4.09352 -1.67364 0.80381 0.0156 0.1280 -0.2328 0.047
H -5.77534 1.87682 -1.33971 -0.2324 0.2474 -0.0947 0.072
H -1.30898 3.41487 -2.97298 0.1401 0.1677 0.5026 0.103
H 0.22097 1.65886 0.37030 0.0771 -0.0991 0.3181 0.058
H 5.05190 -2.05807 -2.48080 0.0321 0.0940 0.0244 0.072
H 1.87574 1.95543 3.30063 -0.6341 0.0303 0.0618 0.019
H -0.45716 2.20700 5.48630 -0.0769 0.0862 0.1887 0.071
H 1.06556 5.41896 3.99456 0.4488 0.1561 0.1045 0.088
H 4.02774 5.06398 -2.60240 -0.6800 -0.4956 0.0005 0.082
H -2.05025 5.88324 -3.30091 -0.2077 -0.0456 0.1559 0.076
H 0.04053 -0.28352 6.06672 0.0254 0.6316 0.2782 0.113
H 0.05578 -1.74096 4.10578 -0.4552 0.1095 0.2097 0.062
H -2.90230 -2.39382 -1.39657 -0.2549 0.6605 0.1415 0.135
H 3.51540 4.53795 0.44205 -0.0163 0.0557 -0.0110 0.083
H -1.34297 -6.43620 2.76134 0.0606 -0.7885 0.0114 0.079
H -4.65743 1.70612 1.90062 -0.0827 0.0990 -0.1211 0.077
H 1.72378 -1.67036 3.97097 0.4662 0.3389 -0.0727 0.080
H -1.72030 -5.35228 1.58536 0.4487 0.4881 -0.6446 0.062
H -2.49955 0.04724 4.23636 0.4214 -0.4431 0.1340 0.099
H -3.24091 2.27845 5.25706 -0.3575 0.2422 0.1116 0.079
H 1.73042 -3.21880 -3.64276 0.1035 -0.0757 -0.1722 0.064
H 5.98028 -4.37991 1.65017 0.2507 -0.2602 0.0389 0.079
H -0.07249 1.89886 -1.28329 0.5070 -0.2223 -0.5528 0.065
H 3.66429 -1.52828 1.16862 0.3147 0.2700 0.5308 0.055
H 2.59646 0.73444 1.71547 0.9306 -0.8198 -0.6848 0.068
H -0.16887 3.90420 6.02769 -0.3333 -0.0726 0.1430 0.083
H 1.26333 -1.33734 0.41845 0.0539 0.2494 0.1424 0.074
H -1.40713 -0.05798 -5.47243 0.3688 0.4238 0.2156 0.077
H 0.28543 -6.70902 -2.81553 -0.3168 -0.3400 0.2945 0.082
H -1.35965 3.40791 0.88167 -0.2753 -0.5553 0.1312 0.061
H 1.46051 1.01393 -0.68689 -0.0866 0.2323 -0.4819 0.082
H 1.54527 -0.48160 -4.41548 -0.0963 -0.3638 -0.0953 0.112
H 2.32343 0.57715 5.00467 0.2618 0.4266 -0.4735 0.014